{
  "formula": "C29H84O13",
  "method": "ωB97M-V/def2-TZVPD",
  "s2": 0.75,
  "total_charge": 1,
  "e_homo_ev": [-11.083, -11.083],
  "spin_multiplicity": 2,
  "molar_mass_g_mol": 640.98,
  "total_energy_ev": -58040.574,
  "relative_energy_kcal_mol": 11.52,
  "homo_lumo_gap_ev": [8.99, 2.33],
  "species": ["C", "C", "O", "H", "H", "H", "H", "H", "H", "C", "C", "O", "H", "H", "H", "H", "H", "H", "C", "C", "O", "H", "H", "H", "H", "H", "H", "C", "C", "O", "H", "H", "H", "H", "H", "H", "C", "C", "O", "H", "H", "H", "H", "H", "H", "C", "C", "O", "H", "H", "H", "H", "H", "H", "C", "C", "O", "H", "H", "H", "H", "H", "H", "C", "C", "O", "H", "H", "H", "H", "H", "H", "C", "C", "O", "H", "H", "H", "H", "H", "H", "C", "C", "O", "H", "H", "H", "H", "H", "H", "C", "C", "C", "O", "H", "H", "H", "H", "H", "H", "H", "H", "C", "C", "C", "O", "H", "H", "H", "H", "H", "H", "H", "H", "C", "C", "C", "O", "H", "H", "H", "H", "H", "H", "H", "H"],
  "xyz": [[-1.982448, -3.697355, 5.014067], [-1.818768, -3.269665, 3.512107], [-2.985778, -3.480815, 2.795257], [-1.051108, -3.619015, 5.574937], [-2.220028, -4.760575, 5.049027], [-2.779298, -3.217845, 5.582567], [-1.087968, -3.868115, 2.968167], [-1.546308, -2.215535, 3.460427], [-2.799948, -3.216945, 1.891137], [-2.974348, 0.172035, 5.875607], [-2.745008, 1.455625, 5.012087], [-3.752358, 2.381695, 5.413597], [-2.273498, -0.617045, 5.603137], [-3.995678, -0.179675, 5.729697], [-2.947848, 0.444375, 6.930707], [-2.833118, 1.262145, 3.943017], [-1.771598, 1.885855, 5.247587], [-4.609098, 1.974685, 5.265457], [4.852712, -0.607775, 2.891377], [4.871672, -0.104185, 1.422637], [6.170012, 0.204835, 0.970097], [5.610852, -1.389845, 2.850307], [3.858272, -0.888195, 3.238597], [5.159092, 0.202125, 3.553407], [4.262832, 0.784675, 1.257327], [4.447502, -0.896735, 0.806167], [6.389442, 1.095205, 1.254167], [0.544702, -1.065565, 5.995377], [0.644452, -0.674635, 4.519007], [1.052752, -1.792315, 3.823587], [1.464862, -1.552185, 6.318807], [-0.309828, -1.711105, 6.198217], [0.468452, -0.112385, 6.518587], [1.342302, 0.144695, 4.346367], [-0.276608, -0.279425, 4.090587], [0.854122, -1.605785, 2.903067], [0.860382, 0.979225, -6.661043], [1.467462, 1.549655, -5.383673], [1.382632, 0.677795, -4.319743], [-0.157828, 0.685525, -6.405923], [1.452062, 0.180075, -7.107543], [0.691762, 1.685115, -7.474293], [0.831592, 2.388515, -5.100683], [2.484332, 1.918035, -5.519233], [1.966192, 1.030545, -3.644003], [-2.909478, 3.228685, -1.055473], [-1.622158, 3.914935, -1.557933], [-0.982338, 4.594485, -0.509723], [-2.819268, 2.435855, -0.312933], [-3.504218, 2.828675, -1.876683], [-3.537378, 4.028325, -0.662523], [-1.907898, 4.514385, -2.422293], [-0.987028, 3.126145, -1.961073], [-1.128398, 5.527395, -0.682753], [-2.161428, -0.156395, -3.298783], [-2.748778, 0.234895, -4.681263], [-4.062638, 0.814755, -4.650093], [-1.209768, -0.643995, -3.510193], [-2.778898, -0.904735, -2.801983], [-1.997498, 0.663625, -2.599633], [-2.707868, -0.613025, -5.364973], [-2.060998, 0.928265, -5.165303], [-4.105598, 1.395275, -5.413473], [0.853292, 4.154375, 2.588647], [1.156422, 3.060925, 3.515807], [2.564472, 3.114265, 3.672927], [1.331362, 5.066495, 2.945837], [-0.210538, 4.363185, 2.475757], [1.337752, 3.941095, 1.635797], [0.725502, 2.111655, 3.197547], [0.705172, 3.255435, 4.488757], [2.750202, 2.993805, 4.607057], [-4.502068, -0.529535, 2.371397], [-4.855048, 0.240885, 1.079577], [-4.286158, -0.434535, -0.060013], [-4.955568, 0.004515, 3.206407], [-3.428058, -0.612955, 2.537607], [-4.858058, -1.555785, 2.280907], [-4.555528, 1.288145, 1.119897], [-5.936998, 0.149915, 0.983657], [-4.647018, -0.037945, -0.856313], [-1.417458, -4.382865, -0.314293], [-2.598858, -3.387195, -0.484263], [-2.467958, -2.361855, 0.411817], [-0.481798, -3.850965, -0.486703], [-1.448498, -5.188595, -1.047733], [-1.320868, -4.886775, 0.647397], [-3.570198, -3.874155, -0.397793], [-2.534638, -2.951915, -1.481513], [-3.120158, -1.683515, 0.221837], [0.644862, -0.631555, -0.983713], [0.463052, -0.353455, 0.535337], [-0.628528, 0.744025, 0.750297], [0.055302, -1.516355, 1.176697], [1.426002, -1.385415, -1.081743], [0.814112, 0.297945, -1.527293], [-0.213648, -1.111175, -1.453843], [1.415072, -0.059435, 0.977277], [-1.545688, 0.569325, 0.187807], [-0.255298, 1.725925, 0.459287], [-0.927298, 0.829605, 1.795057], [-0.756248, -1.804885, 0.752737], [4.942882, 0.874455, -3.482853], [4.201302, 1.382235, -2.207403], [4.887182, 2.509575, -1.400403], [2.891742, 1.812625, -2.522193], [5.871792, 0.329255, -3.315613], [5.159412, 1.718925, -4.137143], [4.381602, 0.137165, -4.056843], [4.074042, 0.552595, -1.511983], [4.368752, 2.775905, -0.479313], [4.984682, 3.411715, -2.004343], [5.892072, 2.135965, -1.203683], [2.707052, 2.617675, -2.032923], [2.543572, -2.254915, -6.096673], [1.423992, -2.794415, -5.164813], [1.791862, -2.871155, -3.703003], [0.395972, -1.869835, -5.306323], [2.092452, -2.030835, -7.063303], [3.273672, -3.060115, -6.178583], [2.984352, -1.314775, -5.765083], [1.045842, -3.755465, -5.513383], [0.988502, -3.151405, -3.021683], [2.288652, -1.951585, -3.393663], [2.489132, -3.704805, -3.619743], [0.618762, -1.006705, -4.949993]],
  "forces_ev_per_a": [[0.2, -0.6, -1.0], [-1.7, -1.4, 3.1], [-0.1, -0.3, 2.3], [0.1, 0.4, -0.4], [-0.1, -0.1, -0.2], [0.0, 0.4, -0.4], [1.0, 0.2, -0.4], [0.6, 0.7, -0.7], [0.3, 1.0, -2.7], [0.0, 0.8, -0.8], [-1.0, -0.9, 1.4], [0.5, 0.5, -0.3], [0.1, -0.1, 0.3], [-0.1, -0.2, -0.3], [0.5, -0.1, 0.0], [0.3, -0.1, -0.1], [-0.1, 0.2, -0.1], [-0.1, 0.0, 0.0], [0.4, 1.1, -1.1], [-0.8, 0.2, 0.7], [0.4, -0.4, -0.2], [-0.3, -0.3, 0.7], [0.1, -0.5, -0.3], [0.3, -0.1, 0.0], [-0.4, 0.0, 0.2], [0.3, 0.0, -0.3], [0.0, 0.0, 0.1], [0.1, 1.1, -0.6], [0.1, 0.3, 1.0], [0.1, -1.2, -0.8], [0.0, 0.0, -0.1], [0.1, 0.2, 0.1], [-0.3, -0.2, 0.5], [0.4, 0.2, 0.4], [-0.7, 0.0, 0.2], [0.1, -0.4, -0.7], [-0.1, 0.0, 0.0], [-0.7, 1.5, -1.3], [-0.3, -1.9, 0.1], [0.1, -0.7, -0.1], [-0.3, -0.2, 0.3], [0.4, 0.6, 0.3], [0.1, 0.7, -0.3], [0.2, 0.0, -0.1], [0.2, 0.1, 0.7], [-0.5, 0.8, -0.4], [-1.1, -2.0, -0.1], [0.2, 0.4, -0.3], [0.5, 0.2, 0.1], [0.2, -0.2, -0.3], [-0.1, -0.1, 0.4], [0.2, 0.5, 0.2], [0.5, 0.1, 0.1], [0.2, 0.2, 0.3], [-0.5, -0.2, -0.9], [0.6, 0.2, 0.2], [0.5, -0.3, 0.4], [0.1, 0.1, 0.1], [-0.2, 0.0, 0.0], [-0.1, 0.2, -0.2], [-0.3, -0.4, 0.3], [0.1, 0.4, 0.2], [-0.2, 0.0, 0.0], [-0.3, 1.2, -1.0], [-0.2, 0.3, 1.3], [0.4, -1.0, 0.2], [-0.1, 0.0, 0.1], [0.0, -0.2, -0.3], [-0.3, 0.0, -0.3], [0.5, -0.4, -0.3], [-0.2, 0.1, 0.2], [0.3, -0.1, 0.0], [0.2, 0.4, -1.0], [-0.2, -1.1, 0.5], [0.2, 0.2, 0.5], [0.0, -0.3, 0.1], [0.2, 0.4, 0.0], [-0.4, 0.1, 0.2], [0.1, 0.0, 0.0], [-0.1, 0.4, 0.0], [0.1, 0.0, -0.3], [-0.2, 0.4, -0.5], [0.8, -2.3, -1.8], [0.6, 0.4, 2.6], [0.0, 0.1, 0.0], [-0.2, 0.1, -0.1], [-0.4, 0.2, 0.3], [-0.1, -0.2, 0.1], [-0.1, -0.3, -0.3], [-0.7, 1.0, -0.2], [0.2, -0.1, 0.9], [-1.3, 1.4, -1.6], [0.8, 0.1, 0.1], [0.3, -1.1, 1.1], [0.4, 0.4, -0.3], [0.4, -0.2, -0.1], [-0.5, 0.1, 0.3], [0.0, 0.1, 0.0], [0.1, -0.3, -0.3], [0.0, 0.1, -0.1], [0.2, -0.1, 0.2], [-0.4, -0.2, -0.1], [-0.3, 0.5, 0.3], [0.9, -0.3, 0.7], [0.6, -0.8, -1.2], [-0.5, 0.3, -0.5], [0.1, 0.4, 0.6], [0.0, 0.0, -0.1], [-0.6, 0.2, 0.1], [0.2, -0.3, 0.0], [-0.1, -0.3, 0.1], [0.0, 0.1, -0.1], [0.1, 0.3, 0.4], [-0.1, 0.0, -0.1], [-0.2, -1.4, 0.4], [0.5, 1.7, -0.2], [1.1, -1.0, -0.1], [-2.5, 0.1, -0.4], [0.0, -0.4, -0.1], [0.5, 0.3, -0.3], [0.1, -0.2, 0.4], [0.0, 0.0, -0.2], [-0.4, 0.4, -0.3], [-0.1, 0.0, 0.2], [0.5, 0.1, 0.3], [0.6, 0.2, 0.3]]
}